DFT (the ωB97M-V functional and the def2-TZVPD basis) results for a molecular structure, C52H78IO39Ti at a distorted geometry.

```
171
Properties=species:S:1:pos:R:3
H 0.9829 3.1321 -4.8496
C 0.6413 -6.0104 2.6197
H 2.5511 3.3725 -3.4851
C -3.2747 6.4205 -1.7428
O -4.3546 6.7981 -2.1364
C 2.0311 -3.6136 -2.9759
O 2.1062 -3.3470 0.9891
O 4.1116 5.2555 0.6067
O 0.1217 -3.7875 1.7092
H -4.8195 1.0839 -3.5188
H -1.5117 3.1865 -0.7521
H 1.4055 -6.5329 3.1951
O 4.2566 0.4818 -0.6111
H 1.1891 3.3831 5.6015
C -3.7228 -2.6429 2.6631
C 3.8928 2.1995 -4.7323
C 1.2404 -4.2791 -5.0209
H 3.2300 -2.5475 -1.5329
H 2.0400 4.8400 3.8869
H -2.1919 -0.7171 4.1966
H 5.4133 -0.9524 -1.5199
C 0.4190 -6.6543 -1.2135
H 2.4692 2.6510 -0.0282
C -1.6885 -0.6357 -5.8655
O 0.5103 1.4519 -3.7498
O -4.9431 -3.0436 5.7957
H -4.4885 2.7147 4.0980
H 4.2953 2.2716 1.9570
C -3.3382 -3.7818 1.5979
O 2.5178 -0.2321 0.7660
H 3.1757 -1.7762 -3.0629
H -4.5862 -3.2695 -5.9728
O 2.2658 -4.4301 -4.0966
H -0.3311 -6.2136 3.0684
H 4.9641 -0.8059 5.4800
C 0.3312 3.0460 2.1770
O 0.3958 2.1466 1.3897
H -5.7982 -2.8048 1.8918
O -0.4250 -7.6238 -1.4925
H -2.0193 -3.6367 -1.4569
C -1.7724 -7.1009 -1.5546
C -3.5250 2.2050 4.0914
H 2.7110 -5.2056 1.4922
C -2.3687 0.0384 4.9621
H 0.7886 -1.8341 -3.4655
H 5.2868 3.6615 0.0518
H 3.6767 3.8211 2.5689
H 6.0397 1.1641 -2.4842
O 2.5407 1.3033 -3.0221
H 3.6343 1.2016 4.5950
H -4.4774 -1.3146 -4.8853
O -1.4722 -0.7038 -4.5385
H 4.1643 -3.2450 -2.8745
H 6.6861 0.1385 0.9063
H 1.7714 -4.2970 -2.1674
H 3.5882 2.8715 -1.3220
C 4.3386 3.8820 0.5422
O -5.5894 -2.0444 3.8168
O 0.3030 -0.6047 2.8104
C 3.6898 -0.0828 0.5283
O -4.2926 0.8231 5.9884
C 0.9551 -4.4681 2.5626
O -2.8914 -1.1878 -6.1883
O 0.9220 0.0944 -1.9463
C 4.4689 3.3472 1.9893
H 2.9845 -3.9618 2.7611
C -2.8890 2.1568 -3.9078
C 0.2197 3.8648 5.4739
C 0.7549 -2.9187 -3.3628
H -3.7785 3.2988 -1.9948
O -5.7235 3.7778 -2.6321
C 3.2258 -2.7625 -2.6015
H -3.1180 -1.7410 2.5685
C -3.7409 0.7963 4.7289
H 4.1123 3.1066 -5.2953
H -2.7474 1.8597 -4.9469
H -4.4388 0.2811 4.0690
C -2.3616 -4.6232 -1.7695
H 4.5752 -1.2874 3.9321
C 2.7882 -0.8240 5.1765
C -4.3811 2.0781 -3.6046
C 4.2450 -1.4387 4.9598
H 4.6714 1.9736 -4.0037
C -5.9178 3.8002 -3.9547
H 0.0322 4.0640 -0.5148
H -0.8285 7.2472 -0.4352
C -1.7050 5.3340 -0.5507
I -2.9001 0.0811 -0.1485
C 2.5761 2.3714 -3.9155
C 5.9350 -0.5598 0.5371
O -0.3896 3.1374 3.2451
C -3.4792 -1.7255 -5.0368
H -3.4107 -4.8377 -1.5655
H -0.8015 4.1204 -2.0631
H -1.5674 0.7774 4.9628
O -3.5794 -3.0433 3.9579
O 0.3363 -2.5884 -0.1880
H -0.1748 6.3410 -1.7496
C 1.2879 0.8677 -2.8327
O 0.2020 -3.7438 -4.4715
C 6.4636 0.8891 -1.5184
C 5.5151 -0.1060 -0.8406
C 0.8160 -3.1432 0.7623
O -0.9997 -0.1064 -6.7520
C 1.1375 4.8805 3.2771
H 0.1208 4.7944 6.0343
C -4.7737 -2.7505 4.6106
O 1.1969 4.0485 2.1489
C 1.3154 2.1047 -4.7012
C -3.5318 0.1718 6.9065
H -1.7123 5.4981 0.5269
H -2.3991 1.4032 -3.2912
O 2.7099 6.7747 -0.3196
O -0.2373 -5.5232 -1.1196
H -2.9338 -3.8423 -5.6887
C 2.3334 -4.2921 1.9517
O 1.9099 -1.3455 4.1711
C 3.0500 5.6202 -0.2202
H -2.0948 -2.3477 -3.5049
H 0.8088 5.8217 2.8365
O 1.6806 0.8151 3.9711
O 2.5527 4.5732 -0.7893
Ti -0.0558 -0.2485 0.2963
H -3.0209 2.1405 3.1271
C -0.0509 4.2759 4.0210
C -2.4823 -1.4326 -3.9527
H 6.6445 1.7770 -0.9126
O 4.7382 -0.4938 1.3246
H -2.3348 -7.8285 -0.9694
H -2.1295 -6.9044 -2.5655
H 1.4650 1.6519 -5.6814
C 3.1939 3.3590 -0.4304
H -1.7877 -5.6843 0.1570
C -4.6951 2.8119 -2.3281
H -5.1868 -1.1896 2.0647
H 5.4374 3.6565 2.3823
O -6.6766 4.5400 -4.5486
H 2.3908 1.2691 5.8089
O -5.1055 2.8649 -4.5453
H -0.8834 4.9787 3.9862
O -3.0355 5.3200 -1.0154
H 2.4204 -0.9685 6.1923
C -3.7235 -3.1929 -5.3110
H 6.3835 -1.5502 0.6149
H -0.5524 3.2165 5.8881
H -2.4218 3.1368 -3.8100
H 0.9215 -4.0234 3.5571
H -2.2145 -4.7837 -2.8375
C 2.7034 0.7322 4.9132
H -2.3141 -4.1419 1.6963
C -5.1599 -2.1808 2.5173
O -2.1489 7.0865 -2.0187
C -1.1078 6.5521 -1.2270
O -2.5225 -0.4432 6.2785
H -2.8410 -0.8807 -3.0839
H 7.4897 0.5449 -1.6475
H -3.9892 -3.7115 -4.3898
H -3.3625 -3.3178 0.6119
H -2.8000 2.8006 4.6460
C 1.2231 -0.3677 3.6176
H 4.3451 -2.4747 5.2834
O 1.2858 -4.7975 -6.1452
H 0.1807 -3.0635 -2.4477
H -5.0846 2.1129 -1.5880
H -4.0142 -4.6368 1.6024
H 0.6440 -6.4967 1.6442
C -0.9514 4.0922 -0.9838
O 1.6300 -6.7619 -1.1354
H 3.7674 1.3768 -5.4362
C -1.6252 -5.7183 -0.9203
O -3.7680 0.2188 8.0920
```

Calculated values
Energy   -166257.898 eV
Largest force on an atom   5.66 eV Å⁻¹
Spin multiplicity   4

---

DFT (the ωB97M-V functional and the def2-TZVPD basis) results for 13 unconnected molecules or ions with the total composition C52H80N8O10S5 at a distorted geometry.

```
155
Properties=species:S:1:pos:R:3
H 6.8155 -2.7603 6.4502
C -8.6621 1.4450 -2.4368
H 5.6031 -3.5995 4.0284
C -5.3437 -0.7722 4.3663
H 4.3226 -9.8391 -0.6130
C 1.1683 -5.3466 7.2551
H 9.0832 -2.4639 3.0849
H 5.0962 4.6215 4.6633
C 6.8033 4.8467 5.9737
C -2.7928 10.9539 -1.1723
C 0.4524 0.6126 0.5038
C -3.6249 0.2309 -12.0744
O 9.6191 -1.5811 5.5371
O -3.1593 -1.7068 -9.3152
C -5.2474 -1.0354 5.7373
H -1.5200 -0.2876 -11.2026
H 7.4515 8.0144 5.4186
C 0.6612 -6.4350 5.4020
H -4.4295 -1.4316 6.3208
O -6.8426 -5.2169 -3.5854
C -3.7266 9.1849 -2.5882
H -5.2906 9.2030 -1.0232
H 1.2426 -4.6156 8.0466
H -3.2940 0.7816 -12.9550
H -2.1080 1.2799 -10.9008
H 0.0236 -0.4582 -2.4743
H -5.2606 -1.0289 -10.4916
O -3.0594 0.7295 -8.4280
H 0.9250 0.5628 1.4736
H -7.7522 1.3756 -3.0144
N 6.3761 -2.1306 -10.5579
H 4.0426 -10.6585 -3.1932
H 0.8151 5.1769 7.8575
O 9.5550 -4.0235 6.1630
C -10.4226 1.5891 -1.0175
C -0.6753 1.1856 -1.3618
S -3.3460 -0.2554 -9.4982
C 3.7179 -9.7309 -2.7455
H 0.1062 7.2366 9.1859
H -0.9299 3.1724 9.1443
O -1.9209 8.7879 0.0635
C 2.7651 -7.6859 -2.5129
H -2.8661 8.5709 -2.8538
C 0.7789 -0.2877 -0.5094
C -5.0994 -0.0179 -10.1172
C -0.3815 1.5881 -0.0908
C -4.8595 0.7558 -11.4307
H 2.8583 -8.7564 -4.3965
O -0.2143 5.0399 10.9780
H 9.7783 -4.0796 3.3108
C 6.2295 6.5258 4.5840
H -0.8927 3.7391 6.8130
O -6.1371 -7.6459 -3.8282
H -8.3630 0.0814 5.2175
C -10.3856 0.3393 -1.5394
N 8.1734 2.3342 -0.1655
H -6.7106 -7.9724 -1.3638
C 6.4160 -3.2192 -9.6984
H 9.6394 1.2177 -2.8280
H 8.2657 6.2134 7.0607
H -6.5836 -5.4926 0.2890
C 9.2545 2.3450 -1.0542
C 7.7273 0.7915 -1.7139
H -1.4724 7.1129 8.3318
H 1.5256 -8.3522 6.1489
H -4.0951 -5.4799 -3.0655
H -2.6336 3.6755 9.0419
H -3.7946 -0.7609 -12.4934
H -3.9961 -5.6793 -0.3767
H 5.2110 -0.3236 -10.5858
C -4.9053 -5.4715 -0.9408
C 5.8835 5.2767 5.0055
S -6.2167 -6.4528 -3.0411
H -4.6890 -0.9484 3.5257
H 3.2612 -7.4382 -0.3710
N 0.0305 0.0461 -1.5993
H -9.1846 3.3524 -1.6196
H 0.5613 -6.6686 4.3523
N 2.9871 -8.7881 -3.3953
C -4.6627 -6.0359 -2.3193
H -4.7913 1.8272 -11.2420
S 9.0210 -2.8975 5.3607
C 1.2309 -7.3240 6.2980
C 8.9362 -3.4339 3.5598
C 3.3495 -7.9871 -1.2969
H -5.7658 -7.0303 0.3454
H -4.2360 11.3154 -2.7848
H -6.8015 -0.8160 7.2988
C 0.6621 -5.2113 6.0569
C 7.5447 -3.9720 3.1572
C -3.4180 10.6534 -2.5004
H 2.1361 -6.8921 -2.8880
N 7.1406 7.0550 5.4718
C 8.9567 1.4137 -2.0144
H 8.0521 2.9272 0.6431
H 5.1768 -3.9183 -8.0306
C 7.1706 -2.7581 5.4196
H -1.4134 1.4891 -2.0895
H -9.0237 -0.6023 -2.8496
H 5.7744 7.1451 3.8251
H 10.0857 3.0102 -0.8721
N -6.5619 -0.2061 4.1078
C -7.3508 -0.2950 5.2059
C -4.3143 8.7557 -1.2100
H -5.8154 0.3280 -9.3717
C 6.6053 -3.8296 4.3901
C 7.2752 1.4520 -0.5921
H -0.7368 2.5257 0.3106
H -2.1493 4.8131 6.9009
C 4.7810 -1.8534 -9.0160
C -1.6043 3.9738 8.8427
H -8.0264 -6.9288 -1.3595
H -4.0651 -6.9437 -2.2364
H 0.2939 -4.3432 5.5304
H 7.0059 -1.9783 -11.3327
C -0.1162 5.6414 7.5335
N 1.5279 -6.6348 7.4260
H -4.4586 9.0738 -3.3882
H -2.7574 10.9065 -3.3296
H 2.1346 -7.0718 8.1050
H 7.0809 -3.5286 2.2761
N -9.3184 0.2477 -2.3906
O -3.8883 10.0095 1.1245
H -4.2954 7.6954 -0.9582
C -6.4909 -0.7333 6.2678
H 7.0030 -1.7348 5.0836
H -1.7295 11.1896 -1.1282
C -0.6198 6.5631 8.7305
C 5.3483 -3.1365 -8.7557
H 1.3898 -1.1780 -0.5293
H -5.1021 -4.4050 -1.0501
S -1.2664 5.3722 10.0195
H -5.7085 0.8668 -12.1052
C -2.4502 0.2528 -11.0274
C 3.9091 -9.2820 -1.4406
H 6.9518 3.8943 6.4608
H 6.5036 -4.8529 4.7516
H -11.0056 -0.5132 -1.3046
C -9.4074 2.2959 -1.6423
H 6.2953 1.4691 -0.1384
C -1.2363 4.5614 7.4406
C -6.0643 -6.2264 -0.3275
H 7.1021 -4.0512 -9.7579
O -2.6121 5.7275 10.5431
H 3.9360 -1.4052 -8.5145
H -3.2085 11.8006 -0.6261
C 7.5393 6.0312 6.2826
H 0.0496 6.1452 6.5812
H -11.0360 1.9250 -0.1945
S -3.1586 9.5747 -0.0468
C -6.9379 -6.9074 -1.4121
C 5.3759 -1.2759 -10.1037
H 7.6823 -5.0108 2.8570
H -6.8927 0.0578 3.1907
H 7.1323 0.1212 -2.3166
```

Calculated values
Energy   -141784.127 eV
Largest force on an atom   4.42 eV Å⁻¹
ΔE to the lowest compared entry with this formula, charge and spin   0.7 kcal per mole

---

DFT (the ωB97M-V functional and the def2-TZVPD basis) results for a molecular structure, C52H81BaN3O6S.

```
144
Properties=species:S:1:pos:R:3
C -1.9884 1.3309 3.3792
C 1.4823 2.6156 0.3798
H -0.5067 3.4425 -5.6342
C 1.3358 1.4636 -3.5710
H -1.3014 0.0988 -7.0444
H -0.4357 -6.3798 -0.0852
C 0.3563 0.9999 -5.9743
C -1.7144 1.1899 0.9568
H 0.7612 -0.9910 -5.1928
H -1.5557 2.5455 -1.4871
H 4.4360 1.9631 -0.0297
C 2.7431 2.2165 -1.6378
H 3.9607 -1.0137 2.9434
H -3.4537 0.6742 5.6408
S -1.3093 -2.9308 -3.3043
H -2.5138 -5.9541 2.1677
H -5.0187 4.1339 3.5916
C 0.5911 1.8732 -4.7283
H -2.0285 -5.6030 -0.2376
C 3.3173 -5.9422 4.1865
C 1.1660 3.7870 -2.7665
H -4.8719 1.5426 6.2508
H -2.1089 6.5581 -4.3910
C -3.7843 0.8694 -1.3130
C -3.5114 2.1908 -0.5756
H 0.6675 -3.8073 -2.3030
H 0.7108 -6.0444 3.2802
C 0.6540 -4.6173 1.7125
H -1.0140 -6.8750 2.2793
H -4.2205 1.0600 -2.2981
C -1.2624 0.9154 2.2765
C -3.1865 2.0297 3.2592
H 1.1572 6.5877 -2.6426
C -2.9498 1.8913 0.8161
H -0.3560 7.4473 -2.9469
H -5.6167 2.4058 -0.0092
H -2.3704 4.0110 -0.9161
H 0.5307 2.6148 -0.1477
H -4.9783 0.5732 4.7665
C 0.8392 1.7717 -7.2181
H -4.5643 2.8180 1.8360
H -2.1457 2.8938 5.6582
H -1.2785 -2.8067 0.8624
C -1.6322 -3.5676 1.5489
C -5.2315 3.2300 4.1661
C -2.5213 3.0351 -1.3905
C -0.8238 -4.8638 1.4146
H -2.6829 -3.7618 1.3190
C 0.4395 6.2067 -5.2387
O -1.1185 -1.5490 -3.7750
H 0.2378 5.6164 -6.1341
C 1.1258 -0.3246 -5.9678
H 0.0460 -0.6963 1.7600
H 4.2002 -7.4203 2.8612
H 2.9630 -4.4283 5.7040
C 1.4115 -3.6742 0.9455
H 3.5270 1.7678 1.4322
H 1.4746 4.5148 -2.0226
C 1.2422 2.3211 1.8792
H 2.1917 -0.1644 -5.8051
Ba 0.2714 -0.9353 -1.3882
H -4.7138 3.9325 -0.0171
C -0.2134 5.5687 -4.0026
C 2.9698 -0.8668 2.4610
C 3.5261 -2.3565 0.6715
H 5.0341 -7.2644 4.4214
H -5.1654 3.1596 -1.5406
H 2.3450 -1.6912 2.8017
H 3.4200 1.4849 -2.0860
H -5.7398 3.5262 5.0880
H 2.0091 -7.6848 4.1199
C 0.0232 0.1560 2.4571
O 0.9385 -3.0215 -0.0657
H 1.9042 2.0024 -7.1341
H -2.7909 4.2859 4.7935
C 3.3399 -4.1949 2.3551
H -1.3345 -5.5613 3.4268
N 3.0698 -0.9967 1.0164
C -4.8294 2.9676 -0.5186
H -2.9217 3.1994 -2.3953
H 2.0862 0.1771 4.0655
H 4.5026 -4.2434 4.8687
H -2.2308 5.1514 -3.3174
O -2.1394 -3.7508 -4.1617
N 2.3652 1.6892 -0.3180
H -0.5858 -4.7338 -0.7362
C -3.9496 2.4697 4.5078
H -5.9193 2.6132 3.5842
O -0.9943 0.8201 -0.0509
C 1.6680 2.5003 -2.6458
C 3.8050 -4.9762 5.2767
H 3.3137 3.1539 -1.4798
C 0.0912 3.1684 -4.7702
H -1.5655 -3.1807 2.5702
C 2.3673 0.4297 3.0237
C -4.3366 1.2413 5.3438
H -3.5960 3.7073 6.2671
O -1.6978 -2.9314 -1.8873
H 1.0106 -2.9219 -3.8323
H 0.0265 -0.2792 3.4686
H -2.0167 4.9180 -5.0498
C 2.7594 -3.4547 1.3427
H 4.0898 -0.3670 -0.6566
H 5.2404 -6.0321 3.1661
H 0.0587 7.2209 -5.4028
H 0.9821 -0.8058 -6.9425
C 4.5222 -6.7113 3.6265
H 1.8829 3.6504 0.3299
C 0.0835 6.4574 -2.7938
H -1.5039 0.1069 -5.2904
H 3.4530 -2.4549 -0.4154
C 2.6331 -5.1585 3.0670
C 1.2944 -5.3234 2.7242
C -1.4459 -5.8765 2.3859
H -1.7273 1.6046 -6.2135
H 0.6896 1.1579 -8.1121
C 0.3506 -3.6287 -3.3312
C -1.1381 0.6879 -6.1347
H 1.5159 -6.4639 5.2988
H 3.1280 1.2067 3.1133
H 2.9115 -7.4971 5.6295
C 0.3302 4.1531 -3.8115
C 3.5963 1.4036 0.4130
H 0.3524 -4.5702 -3.8748
H 4.3116 -5.5201 6.0815
H -4.4757 0.2436 -0.7444
H -2.8568 0.3202 -1.4541
H 0.2909 2.8016 2.1311
C -1.7340 5.5462 -4.2036
C 3.9886 -0.0637 0.3903
C -3.0675 3.3944 5.3599
C -0.9744 -5.4310 -0.0021
C -3.6329 2.2830 1.9626
H 2.0030 2.8477 2.4690
H 4.3763 -3.9801 2.6064
H 1.5234 6.2579 -5.1133
H -1.5871 1.0919 4.3614
O 1.7404 0.2566 -3.3382
H 4.9981 -0.1574 0.8454
H 4.5953 -2.4598 0.9424
C 2.3783 -6.9550 4.8435
H 0.3053 2.7117 -7.3668
H -0.3385 6.0330 -1.8806
N 1.2380 0.9511 2.3147
```

Calculated values
Energy   -83530.708 eV
Largest force on an atom   0.98 eV Å⁻¹
Total charge   -2
ΔE to the lowest compared entry with this formula, charge and spin   0.0 kcal per mole